Entry 1:
CBrN5O2 in the gas phase at a distorted geometry. Source: OMol25; level of theory: ωB97M-V with the def2-TZVPD basis set.

XYZ file:
```
9
Properties=species:S:1:pos:R:3:forces:R:3
C 1.1812 0.1645 0.6908 0.22 -1.37 -2.73
N 0.8682 0.6429 1.8290 -3.56 0.66 3.65
N 0.0014 -0.2673 0.0212 -1.80 0.05 -1.25
N -0.5166 0.5401 1.9265 6.12 4.20 5.14
N -1.0138 -0.0005 0.9138 -1.94 -4.43 -6.64
N -0.3157 -0.9437 -1.3274 1.72 1.23 2.33
O -1.4671 -1.1113 -1.4769 -1.83 -0.35 -0.27
O 0.6450 -1.1241 -2.0333 0.46 0.00 -0.04
Br 2.8288 -0.0515 0.0423 0.60 0.01 -0.18
```
Forces are in eV/Å.

## Properties
HOMO (alpha / beta) = -6.712 / -11.448 eV
frontier orbital gap (alpha / beta) = 6.7 / 6.3 eV
relative energy (zero: lowest compared OMol25 entry of this formula, charge and spin) = 1.467 eV
2S+1 = 3

=====

Entry 2:
2 unconnected molecules or ions with the total composition C2H8NOS. Source: OMol25; level of theory: ωB97M-V with the def2-TZVPD basis set.

XYZ file:
```
13
Properties=species:S:1:pos:R:3:forces:R:3
C 1.1963 -0.7516 -0.0522 -0.23 -0.42 0.11
C -0.0524 -0.7244 0.8624 0.47 0.18 -0.55
S -1.5275 -1.3642 0.0731 -0.04 0.20 0.08
N 1.0431 -0.2277 -1.3961 -0.47 0.56 -0.08
H 1.5046 -1.8023 -0.1150 0.12 0.21 -0.13
H 2.0031 -0.1834 0.4077 0.05 -0.11 0.24
H -0.1941 0.2734 1.2854 -0.29 -0.07 -0.03
H 0.0962 -1.4125 1.6907 0.08 -0.06 0.39
H 0.8781 0.7811 -1.3712 0.22 -0.27 0.02
H 0.2211 -0.6231 -1.8439 0.12 -0.19 -0.02
H -1.3573 1.7471 -0.4949 -0.15 0.19 0.17
H -2.1857 1.8955 0.7788 -0.08 -0.05 0.01
O -1.6256 2.3921 0.1753 0.20 -0.17 -0.20
```
Forces are in eV/Å.

## Properties
HOMO (alpha / beta) = -9.567 / -9.293 eV
frontier orbital gap (alpha / beta) = 10.3 / 7.0 eV
relative energy (zero: lowest compared OMol25 entry of this formula, charge and spin) = 0.024 eV
2S+1 = 2

=====

Entry 3:
5 unconnected molecules or ions with the total composition CH11NO4 at a distorted geometry. Source: OMol25; level of theory: ωB97M-V with the def2-TZVPD basis set.

XYZ file:
```
17
Properties=species:S:1:pos:R:3:forces:R:3
C 0.1928 0.7904 -1.5294 0.73 -0.01 -0.24
N 0.1911 -0.5958 -1.2268 -0.52 2.10 0.53
H 0.9302 1.3106 -0.9003 0.26 -0.16 0.31
H 0.6380 0.9228 -2.5577 -0.26 -0.03 0.43
H -0.7760 1.2902 -1.4934 -0.29 -0.49 -0.31
H -0.7891 -0.9617 -1.0499 -1.69 -1.24 -0.47
H -2.1464 -1.6838 0.0834 -0.22 -0.02 0.05
O -2.3041 -1.0820 -0.6633 1.83 -0.11 -0.41
H -1.0330 0.5079 1.2811 0.10 -0.01 0.59
H -2.1361 0.2968 0.2434 -0.21 0.40 0.71
O -1.8565 0.9068 0.9697 0.03 0.13 -0.72
H 3.2317 0.3663 0.3277 -0.03 -0.15 0.36
H 0.8943 -0.7343 -0.5046 0.73 -0.56 0.36
O 2.3185 0.1824 0.5745 -0.03 0.33 -1.75
H 1.2883 -0.1815 1.4732 -0.18 -0.37 1.39
H 0.8340 -0.8558 2.8956 0.26 -0.06 0.11
O 0.5223 -0.4794 2.0768 -0.51 0.24 -0.93
```
Forces are in eV/Å.

## Properties
HOMO = -9.911 eV
frontier orbital gap = 4.1 eV
relative energy (zero: lowest compared OMol25 entry of this formula, charge and spin) = 8.412 eV